No. 1
Formula: C19H16BeN3O6S
Source: OMol25
Level of theory: ωB97M-V/def2-TZVPD

```
! RIJCOSX wB97M-V def2-TZVPD def2/J DEFGRID3
* xyz -1 1
H -4.639 -1.188 0.741
O -1.429 -1.738 1.018
C -1.403 1.216 1.486
H 4.458 3.147 -2.086
H 0.015 -0.220 -3.931
C 3.883 -1.169 -0.088
H -3.459 0.711 1.827
H -3.301 -3.721 1.500
C -2.519 0.173 1.734
C -0.957 -0.421 3.725
N 5.774 0.397 0.650
H -2.267 -0.425 -0.376
H 1.940 -0.261 -2.621
H 2.569 4.394 -1.095
O -1.629 1.813 -1.548
C -3.720 -1.759 0.615
H -3.785 -2.323 -0.316
N 4.375 -2.691 -2.096
C 1.168 2.794 -1.358
O 0.121 -0.658 3.042
H -1.719 0.194 -3.830
H -3.075 -0.767 3.670
C -2.488 -0.849 0.591
C -2.048 -2.117 2.263
O -0.353 0.733 0.858
H -0.517 1.490 -4.072
C -3.400 -2.682 1.814
C 2.422 3.381 -1.448
C 3.487 2.680 -1.995
C 1.001 1.499 -1.814
C -2.248 -0.760 2.963
S -0.632 0.745 -1.771
O -1.005 -0.037 4.876
C -0.706 0.526 -3.606
H 4.147 0.814 -2.829
H -1.411 -2.816 2.799
C 4.902 -0.293 0.344
Be 0.132 -0.626 1.480
H 0.319 3.322 -0.944
C 3.315 1.369 -2.415
C 2.071 0.768 -2.307
O -1.545 2.362 1.843
N 1.535 -1.211 0.845
C 2.620 -1.151 0.443
C 4.147 -2.012 -1.190
H -4.146 -2.631 2.606
*
```

HOMO-LUMO gap: 8.179 eV
Max |F|: 1.66 eV/A
DFT total energy: -1762.5113 Ha
Lowest unoccupied orbital energy: 0.0864 Eh

natural (NBO) charges, unit e, in atom order:
1. H 0.215
2. O -0.592
3. C 0.817
4. H 0.213
5. H 0.218
6. C -0.608
7. H 0.240
8. H 0.212
9. C -0.356
10. C 0.796
11. N -0.378
12. H 0.234
13. H 0.219
14. H 0.211
15. O -0.995
16. C -0.428
17. H 0.212
18. N -0.396
19. C -0.223
20. O -0.951
21. H 0.221
22. H 0.233
23. C 0.075
24. C 0.094
25. O -0.989
26. H 0.228
27. C -0.430
28. C -0.207
29. C -0.210
30. C -0.157
31. C -0.361
32. S 1.280
33. O -0.627
34. C -0.809
35. H 0.221
36. H 0.223
37. C 0.315
38. Be 1.684
39. H 0.251
40. C -0.198
41. C -0.262
42. O -0.604
43. N -0.698
44. C 0.542
45. C 0.316
46. H 0.212



No. 2
Formula: C18H42N6O6
Source: OMol25
Level of theory: ωB97M-V/def2-TZVPD

```
! RIJCOSX wB97M-V def2-TZVPD def2/J DEFGRID3
* xyz 0 1
C 27.006 9.264 -2.839
H 21.938 2.664 -1.110
O 18.499 -1.197 -4.318
C 18.946 5.006 -8.732
H 24.043 0.194 6.685
C 17.239 -1.400 -4.343
H 14.456 -2.163 -5.812
H 27.773 8.503 -2.978
H 19.295 4.084 -11.235
C 20.827 4.037 -2.867
H 20.977 4.461 -11.372
H 21.834 -2.685 6.130
H 30.494 2.764 -2.194
H 20.779 5.126 -2.860
C 32.232 0.088 -3.282
H 20.340 3.299 -10.158
H 14.799 -1.551 -4.146
C 31.201 2.256 -2.850
H 16.634 -1.314 -3.427
H 33.150 0.649 -3.459
C 30.485 0.365 -1.568
O 26.746 10.316 -0.227
H 30.807 2.378 -3.859
H 22.694 3.684 -5.052
H 27.989 11.820 -0.731
H 22.896 5.092 -4.054
H 23.234 -1.324 3.645
H 20.551 6.982 -8.740
H 16.243 -2.004 -7.480
N 22.788 -0.984 5.567
H 32.159 2.758 -2.713
O 23.961 2.958 -1.680
H 19.138 4.047 -8.250
H 29.079 12.078 -2.714
H 17.987 5.067 -9.247
C 20.822 6.379 -9.620
H 31.917 -0.185 -4.289
H 24.053 3.841 -4.014
C 22.976 4.005 -4.049
C 16.907 -1.446 -6.819
H 18.915 5.737 -7.924
H 23.137 1.039 5.353
O 30.510 -0.815 -1.174
N 27.724 10.416 -2.254
C 14.996 -1.432 -5.211
C 27.498 10.870 -0.997
H 32.356 -0.923 -2.892
H 16.819 -0.415 -7.161
H 26.294 8.773 -2.176
H 29.803 1.075 -1.075
H 21.763 -0.225 4.022
H 14.569 -0.480 -5.527
H 21.634 -1.959 4.176
C 23.699 0.154 5.652
C 22.337 -1.128 4.232
C 22.729 2.919 -1.831
C 20.192 4.264 -10.642
H 24.590 0.000 5.044
N 16.442 -1.473 -5.396
H 26.621 9.529 -3.824
N 31.307 0.870 -2.484
H 29.655 10.432 -3.206
H 20.215 3.587 -2.085
C 28.795 11.089 -3.071
O 21.592 6.623 -10.495
H 20.196 3.635 -3.660
C 22.475 -1.861 6.479
H 28.354 11.298 -4.045
O 22.856 -1.807 7.642
H 17.934 -1.800 -6.907
N 20.092 5.282 -9.634
N 22.196 3.499 -2.928
*
```

HOMO-LUMO gap: 9.320 eV
Max |F|: 4.48 eV/A
DFT total energy: -1490.9317 Ha
Lowest unoccupied orbital energy: 0.0048 Eh
Energy above the lowest of the compared OMol25 structures with the same formula, charge and spin: 5.356 eV
Structure (SMILES): CN(C)C=O.CN(C)C=O.CN(C)C=O.CN(C)C=O.CN(C)C=O.CN(C)C=O

Mulliken charges, unit e, in atom order:
1. C -0.887
2. H 0.293
3. O -0.636
4. C -0.919
5. H 0.305
6. C 0.204
7. H 0.284
8. H 0.329
9. H 0.324
10. C -0.973
11. H 0.301
12. H 0.257
13. H 0.284
14. H 0.317
15. C -0.869
16. H 0.308
17. H 0.268
18. C -0.942
19. H 0.224
20. H 0.284
21. C 0.203
22. O -0.579
23. H 0.326
24. H 0.293
25. H 0.290
26. H 0.334
27. H 0.319
28. H 0.272
29. H 0.303
30. N 0.054
31. H 0.321
32. O -0.619
33. H 0.326
34. H 0.311
35. H 0.315
36. C 0.243
37. H 0.325
38. H 0.314
39. C -0.929
40. C -0.874
41. H 0.290
42. H 0.304
43. O -0.613
44. N 0.092
45. C -0.824
46. C 0.153
47. H 0.308
48. H 0.323
49. H 0.304
50. H 0.268
51. H 0.309
52. H 0.334
53. H 0.305
54. C -0.872
55. C -0.919
56. C 0.234
57. C -0.919
58. H 0.323
59. N 0.099
60. H 0.282
61. N 0.105
62. H 0.294
63. H 0.329
64. C -0.899
65. O -0.584
66. H 0.331
67. C 0.230
68. H 0.311
69. O -0.614
70. H 0.294
71. N 0.045
72. N 0.075



No. 3
Formula: C3H7N3
Source: OMol25
Level of theory: ωB97M-V/def2-TZVPD

```
! RIJCOSX wB97M-V def2-TZVPD def2/J DEFGRID3
* xyz 0 1
H -0.998 1.392 1.365
C -0.336 0.876 0.705
H 0.495 -3.031 -1.083
H 1.123 0.591 -2.283
N 0.553 -0.239 -2.086
H -1.742 0.292 -0.776
H 0.229 1.474 -0.033
C -1.028 -0.238 -0.037
C 0.599 -2.014 -1.368
H 0.460 0.443 1.285
N 1.034 -1.465 -2.480
H -1.534 -0.879 0.590
N 0.269 -0.790 -0.817
*
```

HOMO-LUMO gap: 9.962 eV
Max |F|: 5.38 eV/A
DFT total energy: -282.6301 Ha
Lowest unoccupied orbital energy: 0.0371 Eh
Energy above the lowest of the compared OMol25 structures with the same formula, charge and spin: 3.922 eV

natural (NBO) charges, unit e, in atom order:
1. H 0.208
2. C -0.608
3. H 0.205
4. H 0.372
5. N -0.307
6. H 0.201
7. H 0.205
8. C -0.210
9. C 0.095
10. H 0.213
11. N -0.303
12. H 0.204
13. N -0.274



No. 4
Formula: C4H3F3
Source: OMol25
Level of theory: ωB97M-V/def2-TZVPD

```
! RIJCOSX wB97M-V def2-TZVPD def2/J DEFGRID3
* xyz 0 1
H 1.296 0.586 -1.150
F -0.770 1.913 -0.298
H -0.233 1.089 1.436
C -0.326 0.816 0.381
F -2.270 -0.843 0.239
F 1.987 0.022 0.630
C -1.005 -0.494 0.079
C 0.930 0.127 -0.229
H 0.312 -2.104 -0.709
C 0.079 -1.113 -0.378
*
```

HOMO-LUMO gap: 11.665 eV
Max |F|: 0.75 eV/A
DFT total energy: -453.7560 Ha
Lowest unoccupied orbital energy: 0.0361 Eh
Energy above the lowest of the compared OMol25 structures with the same formula, charge and spin: 0.278 eV
Structure (SMILES): FC1=C[C@H](F)[C@H]1F

natural (NBO) charges, unit e, in atom order:
1. H 0.177
2. F -0.341
3. H 0.183
4. C 0.121
5. F -0.288
6. F -0.348
7. C 0.394
8. C 0.168
9. H 0.226
10. C -0.292



- Which of these has the lowest lowest unoccupied orbital energy?
  C18H42N6O6